This record from OMol25 describes the molecule C7H10N2O2S. The level of theory is wB97M-V/def2-TZVPD.

SMILES	Cc1ccsc1CN(O)C(N)=O
E_LUMO	0.4	eV
molar mass	186.24	Da
HOMO energy	-8.9625	eV
DFT total energy	-25329.24522	eV
frontier orbital gap	9.33	eV
largest force on an atom	0.0981	Eh/bohr
ΔE to the lowest compared entry with this formula, charge and spin	66.7	kcal per mole

Structure (ORCA input):
```
! wB97M-V def2-TZVPD RIJCOSX def2/J DEFGRID3
* xyz 0 1
C -1.15435 -0.51184 2.03244
C -0.21098 0.70091 1.64100
C 0.74019 1.24520 2.64970
C 1.64683 2.05341 2.04834
S 1.43508 2.25799 0.36207
C 0.07549 1.15750 0.38908
C -0.61380 0.67390 -0.81035
N -0.00708 -0.45621 -1.48090
O 0.34629 -1.53175 -0.69385
C 0.01256 -0.58091 -2.88385
N 0.44985 -1.82441 -3.26333
O -0.14278 0.34487 -3.62713
H -1.42312 -0.29722 3.15448
H -2.15059 -0.33471 1.51745
H -0.63792 -1.43053 1.94535
H 0.66151 1.15575 3.72650
H 2.50224 2.54461 2.59739
H -0.76863 1.32706 -1.64465
H -1.58334 0.29789 -0.57346
H -0.56200 -2.15248 -0.41199
H 0.61281 -2.17372 -4.21577
H 0.77174 -2.46529 -2.45853
*
```

This record from OMol25 describes the molecule C7H10N2O3. The level of theory is wB97M-V/def2-TZVPD.

SMILES	Nc1ncc(CO)c(CO)c1O
E_LUMO	0.4	eV
molar mass	170.17	Da
HOMO energy	-8.2552	eV
DFT total energy	-16542.35707	eV
frontier orbital gap	8.70	eV
largest force on an atom	0.0685	Eh/bohr
ΔE to the lowest compared entry with this formula, charge and spin	48.3	kcal per mole

Structure (ORCA input):
```
! wB97M-V def2-TZVPD RIJCOSX def2/J DEFGRID3
* xyz 0 1
N -3.29116 -0.53117 0.27882
C -1.91471 -0.58803 -0.03775
N -1.32070 -1.75433 -0.07405
C -0.00931 -1.67832 -0.24642
C 0.76365 -0.54882 -0.40622
C 2.21583 -0.93440 -0.45840
O 2.62442 -1.57788 0.74451
C 0.22711 0.66636 -0.17797
C 0.90651 1.98700 0.01890
O 2.29400 1.79969 -0.07856
C -1.15698 0.70290 -0.08828
O -1.84536 1.87309 0.05752
H -3.65510 0.07013 -0.43771
H -3.67480 -1.47269 0.30697
H 0.47168 -2.64818 -0.27277
H 2.19868 -1.69527 -1.20638
H 2.68689 -0.03297 -0.65504
H 2.22866 -1.07345 1.43647
H 0.44510 2.73955 -0.61869
H 0.53160 2.33257 1.03027
H 2.75087 1.67632 0.75081
H -2.47769 1.70317 0.82169
*
```

This record from OMol25 describes the molecule C7H10N2S. The level of theory is wB97M-V/def2-TZVPD.

SMILES	C=c1[nH]c(=S)[nH]c1=C(C)C
E_LUMO	0.4	eV
molar mass	154.24	Da
HOMO energy	-8.2427	eV
DFT total energy	-21234.22124	eV
frontier orbital gap	8.66	eV
largest force on an atom	0.1290	Eh/bohr
ΔE to the lowest compared entry with this formula, charge and spin	39.0	kcal per mole

Structure (ORCA input):
```
! wB97M-V def2-TZVPD RIJCOSX def2/J DEFGRID3
* xyz 0 1
C -1.89320 0.08281 -1.71192
C -1.87807 -0.60811 -0.62654
N -2.71451 -1.45759 -0.04353
C -2.23540 -2.05172 1.13379
S -3.06547 -3.11262 2.13151
N -0.92404 -1.47950 1.43269
C -0.46666 -0.62112 0.46765
C 0.66330 0.02473 0.32281
C 1.79815 -0.17553 1.38290
C 0.88202 1.10651 -0.75520
H -2.61290 -0.29182 -2.43984
H -0.90720 0.44670 -1.99557
H -3.76696 -1.55908 -0.32342
H -0.53621 -1.58535 2.42583
H 2.64083 0.20871 0.90113
H 1.57339 0.35758 2.26359
H 1.90938 -1.27534 1.72146
H -0.00385 1.72808 -0.65261
H 1.80146 1.78326 -0.61387
H 0.95810 0.79711 -1.75224
*
```